Entry from the OMol25 dataset: the molecule C27H24N6O6 (ωB97M-V with the def2-TZVPD basis set).

CARTESIAN COORDINATES (ANGSTROEM)
1 C -5.3398 -3.5552 0.8911
2 H -6.3799 -3.8600 0.9917
3 O -5.3735 -2.3057 0.2458
4 C -4.2072 -1.6454 0.0466
5 C -2.9428 -2.1482 0.3105
6 C -1.7955 -1.4027 0.0237
7 C -1.9248 -0.1348 -0.5434
8 C -3.1787 0.3844 -0.7928
9 C -4.3111 -0.3532 -0.4981
10 O -5.5599 0.1807 -0.7748
11 C -6.4213 0.3215 0.2528
12 O -6.1414 0.1464 1.4115
13 C -7.7370 0.7547 -0.2159
14 C -8.8659 1.0445 0.5145
15 C -9.8521 1.4081 -0.4219
16 C -9.2540 1.3136 -1.6467
17 O -7.9852 0.9223 -1.5327
18 H -9.6265 1.4956 -2.6361
19 H -10.8620 1.6989 -0.2186
20 H -8.9537 0.9964 1.5799
21 H -3.2984 1.3699 -1.2144
22 H -1.0424 0.4394 -0.7704
23 C -0.5024 -1.9689 0.3286
24 N 0.5838 -1.3437 0.0777
25 N 1.7483 -1.9003 0.3978
26 C 2.9695 -1.3579 0.1486
27 N 4.0642 -2.0381 0.4795
28 C 5.0839 -1.2525 0.0756
29 C 4.6115 -0.0881 -0.5084
30 N 3.2286 -0.1778 -0.4561
31 C 2.3214 0.8787 -0.8556
32 C 2.1146 1.8564 0.2782
33 C 2.9370 2.9700 0.3914
34 C 2.7731 3.8530 1.4444
35 C 1.7880 3.6310 2.3918
36 C 0.9668 2.5216 2.2835
37 C 1.1305 1.6357 1.2331
38 H 0.4887 0.7715 1.1499
39 H 0.1943 2.3450 3.0176
40 H 1.6593 4.3217 3.2122
41 H 3.4154 4.7176 1.5243
42 H 3.7042 3.1409 -0.3488
43 H 2.7827 1.3898 -1.7036
44 H 1.3769 0.4199 -1.1505
45 C 5.4890 0.8806 -1.0776
46 O 5.1929 1.9082 -1.6619
47 N 6.8312 0.5200 -0.9045
48 C 7.3351 -0.6237 -0.3059
49 O 8.5270 -0.8336 -0.2191
50 N 6.4103 -1.5217 0.1858
51 C 6.8506 -2.7503 0.8086
52 H 7.9380 -2.7667 0.7790
53 H 6.4421 -3.6025 0.2661
54 H 6.4986 -2.7860 1.8392
55 C 7.7966 1.4640 -1.4444
56 H 7.6371 1.5748 -2.5169
57 H 7.6570 2.4355 -0.9706
58 H 8.7943 1.0829 -1.2455
59 H 1.7825 -2.8176 0.8463
60 H -0.4858 -2.9611 0.7941
61 H -2.8288 -3.1308 0.7413
62 H -4.7998 -4.2990 0.2958
63 H -4.8882 -3.4776 1.8843

The spin multiplicity is 1. The calculation puts the gap between HOMO and LUMO at 0.2795 Eh. The SMILES is COc1cc(/C=N/Nc2nc3c(c(=O)n(C)c(=O)n3C)n2Cc2ccccc2)ccc1OC(=O)c1ccco1. Its molar mass is 528.5 g/mol. Its relative energy (zero: lowest compared OMol25 entry of this formula, charge and spin) is 0.0 kJ/mol.


Entry from the OMol25 dataset: C27H24NO4S7TeY as an isolated structure (ωB97M-V with the def2-TZVPD basis set).

CARTESIAN COORDINATES (ANGSTROEM)
1 Y 12.1765 -12.2219 -12.8068
2 O 12.2535 -12.7574 -10.5462
3 C 11.0714 -12.7063 -9.6711
4 C 9.9364 -11.9996 -10.5606
5 O 8.9405 -11.6651 -9.9074
6 O 10.2552 -11.8698 -11.7928
7 C 10.6198 -14.0993 -9.2363
8 C 9.8410 -14.2123 -8.0434
9 C 9.4000 -15.4886 -7.6521
10 C 9.6659 -16.6052 -8.4691
11 C 10.4139 -16.4944 -9.6361
12 C 10.8559 -15.2131 -10.0466
13 C 11.3855 -11.8394 -8.4615
14 C 11.3182 -10.4643 -8.5870
15 C 12.0583 -9.6343 -7.6919
16 C 12.8291 -10.2113 -6.6672
17 C 12.7686 -11.5918 -6.4824
18 C 12.0778 -12.4047 -7.3561
19 H 13.0508 -13.0443 -10.0980
20 H 9.6143 -13.3164 -7.4624
21 H 8.7826 -15.6300 -6.7584
22 H 9.2128 -17.5737 -8.1501
23 H 10.6694 -17.4074 -10.2470
24 H 11.3841 -15.1496 -11.0029
25 H 10.6870 -9.9787 -9.3427
26 H 12.0749 -8.5745 -7.8994
27 H 13.3476 -9.5722 -5.9520
28 H 13.3410 -12.0608 -5.7211
29 H 12.1576 -13.5036 -7.2681
30 S 12.8339 -17.1737 -13.3705
31 C 12.4585 -15.6296 -13.3640
32 N 12.0950 -14.4693 -13.3283
33 C 16.0205 -14.1518 -15.5576
34 S 15.5988 -12.4025 -15.6891
35 C 16.5256 -11.7441 -14.3963
36 C 16.1395 -11.7044 -13.0114
37 S 14.9813 -12.7028 -12.2450
38 S 17.2709 -10.7290 -12.0816
39 C 18.6331 -10.7199 -13.1989
40 S 20.1879 -10.4957 -12.6969
41 S 18.0222 -10.9574 -14.8245
42 H 15.3468 -14.7368 -16.1543
43 H 15.9192 -14.4956 -14.5021
44 H 17.0452 -14.3104 -15.9159
45 S 11.3458 -11.5944 -15.3662
46 O 12.5453 -9.9034 -12.2219
47 H 12.0721 -9.1800 -12.6560
48 H 13.3162 -9.5141 -11.8028
49 C 9.6373 -14.4187 -16.0982
50 Te 9.1395 -12.3942 -15.3970
51 C 6.8239 -13.5132 -15.2184
52 C 7.0855 -14.6668 -16.0735
53 C 5.9244 -15.3399 -16.5705
54 C 6.0650 -16.2623 -17.5777
55 C 7.3108 -16.7668 -17.9559
56 C 8.5168 -16.2195 -17.4588
57 C 8.3907 -15.1584 -16.5110
58 H 10.1206 -14.9109 -15.2352
59 H 10.3623 -14.3679 -16.9434
60 H 6.0744 -12.8353 -15.5943
61 H 6.7922 -13.6309 -14.1162
62 H 4.9385 -15.0576 -16.2481
63 H 5.1892 -16.6736 -18.1460
64 H 7.3644 -17.6016 -18.6441
65 H 9.4921 -16.5899 -17.7565

The net charge is -2. The spin multiplicity is 1. The calculation puts the gap between HOMO and LUMO at 0.1235 Eh. Its molar mass is 867.5 g/mol. Its relative energy (zero: lowest compared OMol25 entry of this formula, charge and spin) is 82.7 kJ/mol.


Entry from the OMol25 dataset: C27H24NO4S7TeY as an isolated structure (ωB97M-V with the def2-TZVPD basis set).

CARTESIAN COORDINATES (ANGSTROEM)
1 Y -0.0710 -1.8727 1.2127
2 O -0.0230 0.4856 1.0602
3 C 0.6521 1.3083 2.1078
4 C 0.8079 0.3673 3.3285
5 O 0.7537 0.8564 4.4556
6 O 0.8945 -0.9376 3.0639
7 C -0.3018 2.4371 2.4496
8 C -1.4500 2.1672 3.1709
9 C -2.5245 3.0774 3.2176
10 C -2.4529 4.3147 2.6120
11 C -1.2374 4.6705 2.0218
12 C -0.1968 3.7366 1.9026
13 C 2.0637 1.7179 1.5673
14 C 2.5222 1.4565 0.2277
15 C 3.8244 1.8326 -0.0485
16 C 4.6012 2.5396 0.8407
17 C 4.1095 2.8894 2.0976
18 C 2.8108 2.5438 2.4342
19 H -0.3761 0.9347 0.2843
20 H -1.5744 1.2033 3.6740
21 H -3.4388 2.7081 3.6706
22 H -3.3341 5.0161 2.5569
23 H -1.1014 5.7090 1.6547
24 H 0.6869 4.0471 1.3470
25 H 1.8499 0.9483 -0.5137
26 H 4.2722 1.6039 -1.0199
27 H 5.5457 2.9559 0.4769
28 H 4.6797 3.5141 2.8131
29 H 2.3678 2.6784 3.4300
30 S -4.6342 -0.5061 3.0238
31 C -3.2423 -1.1242 2.5721
32 N -2.1941 -1.5821 2.1656
33 C -2.4509 -4.5176 3.7886
34 S -1.5641 -4.2886 2.2421
35 C -0.6865 -5.7658 1.9839
36 C 0.2800 -5.7569 0.9338
37 S 0.7182 -4.5305 -0.1538
38 S 0.9134 -7.3197 0.4895
39 C 0.1446 -8.1854 1.8396
40 S 0.6442 -9.7220 2.1638
41 S -0.9761 -7.2812 2.7985
42 H -2.0453 -3.8408 4.5889
43 H -2.4005 -5.5597 4.1540
44 H -3.5578 -4.2715 3.6116
45 S -0.9773 -1.0934 -1.2568
46 O 2.3339 -1.9052 0.6393
47 H 2.5754 -2.8111 0.3289
48 H 3.1091 -1.3005 0.5308
49 C -1.9038 0.1674 -3.9720
50 Te -0.2722 -1.5115 -3.4476
51 C 0.8537 0.3108 -4.0284
52 C 0.1177 0.9131 -5.2077
53 C 0.7547 1.3524 -6.3839
54 C -0.0271 1.9615 -7.3733
55 C -1.4559 1.9663 -7.2971
56 C -2.0818 1.5055 -6.1469
57 C -1.3248 0.9318 -5.1277
58 H -1.9646 0.7229 -3.0329
59 H -2.7815 -0.3857 -4.2111
60 H 1.9252 0.1609 -4.1595
61 H 0.6776 0.8978 -3.0784
62 H 1.8156 1.2175 -6.5228
63 H 0.4693 2.4504 -8.2255
64 H -1.9688 2.3136 -8.1978
65 H -3.1829 1.4779 -6.1275

The net charge is -2. The spin multiplicity is 1. The calculation puts the gap between HOMO and LUMO at 0.0997 Eh. Its molar mass is 867.5 g/mol. Its relative energy (zero: lowest compared OMol25 entry of this formula, charge and spin) is 173.5 kJ/mol.